{"formula": "C43H37BF4GeN4S2SbZr", "method": "ωB97M-V with the def2-TZVPD basis set", "homo_ev": [-13.12, -13.06], "homo_lumo_gap_ev": [6.613, 4.938], "spin_multiplicity": 2, "charge": 2, "lumo_energy_ev": [-6.506, -8.119], "fmax_ev_per_a": 3.66, "total_energy_ev": -148696.6169, "species": ["Zr", "C", "C", "C", "C", "C", "C", "N", "Sb", "C", "C", "C", "C", "C", "C", "N", "C", "C", "C", "C", "C", "C", "N", "H", "H", "H", "H", "H", "H", "H", "H", "H", "H", "H", "H", "H", "H", "H", "H", "H", "H", "S", "C", "N", "C", "C", "C", "C", "C", "C", "S", "H", "H", "H", "H", "F", "B", "F", "F", "F", "C", "C", "C", "C", "C", "C", "Ge", "C", "C", "C", "C", "C", "C", "C", "C", "C", "C", "C", "C", "H", "H", "H", "H", "H", "H", "H", "H", "H", "H", "H", "H", "H", "H", "H"], "positions_angstrom": [[-0.635, 0.236, 1.091], [-2.787, -1.466, 3.417], [-1.662, -0.727, 4.064], [-1.596, -0.688, 5.459], [-0.555, -0.038, 6.091], [0.404, 0.584, 5.301], [0.271, 0.523, 3.925], [-0.729, -0.117, 3.310], [1.665, 1.866, 2.883], [0.425, 3.026, 1.502], [0.595, 4.390, 1.637], [-0.238, 5.241, 0.921], [-1.208, 4.675, 0.124], [-1.328, 3.285, 0.036], [-2.433, 2.739, -0.796], [-0.491, 2.465, 0.697], [2.495, 0.511, 1.363], [3.874, 0.573, 1.252], [4.539, -0.382, 0.496], [3.782, -1.384, -0.066], [2.390, -1.377, 0.059], [1.677, -2.526, -0.568], [1.737, -0.413, 0.742], [-3.676, -1.382, 4.041], [-2.538, -2.528, 3.339], [-3.028, -1.073, 2.427], [-2.381, -1.156, 6.032], [-0.505, 0.015, 7.168], [1.236, 1.118, 5.744], [1.350, 4.779, 2.309], [-0.138, 6.311, 1.013], [-1.903, 5.296, -0.417], [-3.384, 3.095, -0.394], [-2.460, 1.648, -0.821], [-2.342, 3.132, -1.808], [4.418, 1.354, 1.764], [5.610, -0.354, 0.384], [4.255, -2.183, -0.611], [1.966, -3.435, -0.041], [2.001, -2.643, -1.602], [0.596, -2.423, -0.555], [-2.389, -1.639, 0.066], [-1.259, -2.597, 0.901], [-0.324, -1.989, 1.620], [0.525, -2.900, 2.217], [1.610, -2.614, 3.047], [2.429, -3.643, 3.465], [2.175, -4.959, 3.084], [1.079, -5.271, 2.302], [0.256, -4.242, 1.875], [-1.154, -4.337, 0.840], [1.815, -1.593, 3.349], [3.284, -3.418, 4.082], [2.840, -5.744, 3.408], [0.884, -6.288, 2.007], [-3.405, 3.081, 2.081], [-2.860, 2.064, 2.707], [-3.542, 1.322, 3.549], [-1.538, 2.266, 3.063], [-2.507, 0.937, 1.425], [2.968, -1.441, -4.874], [1.700, -1.985, -4.977], [0.726, -1.684, -4.038], [1.003, -0.818, -2.984], [2.291, -0.293, -2.880], [3.261, -0.591, -3.819], [-0.454, -0.035, -1.795], [-2.156, -0.516, -2.793], [-2.414, -1.877, -2.963], [-3.592, -2.320, -3.534], [-4.546, -1.401, -3.942], [-4.294, -0.047, -3.806], [-3.117, 0.391, -3.223], [0.161, 1.825, -2.298], [-0.275, 2.379, -3.493], [0.243, 3.582, -3.941], [1.200, 4.246, -3.193], [1.669, 3.684, -2.018], [1.161, 2.471, -1.585], [3.721, -1.660, -5.616], [1.463, -2.646, -5.798], [-0.257, -2.113, -4.151], [2.538, 0.373, -2.065], [4.247, -0.161, -3.726], [-1.692, -2.602, -2.609], [-3.775, -3.380, -3.640], [-5.490, -1.737, -4.342], [-5.024, 0.678, -4.136], [-2.966, 1.453, -3.117], [-1.001, 1.853, -4.095], [-0.101, 3.993, -4.877], [1.603, 5.184, -3.541], [2.435, 4.182, -1.441], [1.579, 2.014, -0.685]], "atomic_forces_ev_per_a": [[-0.6, -1.9, 0.7], [-0.1, 0.1, 0.0], [-0.3, -0.4, 0.1], [0.3, 0.2, -0.1], [-0.2, -0.1, -0.2], [0.3, 0.0, -0.3], [0.5, 0.7, -0.2], [-0.2, 0.0, 0.9], [0.5, 0.1, -0.2], [0.5, -0.1, 0.6], [0.2, -0.4, 0.1], [-0.1, -0.2, -0.2], [0.2, -0.1, 0.3], [-0.2, 0.2, -0.3], [-0.1, -0.1, 0.0], [-0.1, 0.6, -0.1], [0.1, 0.6, 0.7], [-0.3, 0.2, 0.1], [-0.3, -0.2, -0.1], [0.0, 0.3, 0.2], [0.0, -0.3, -0.2], [-0.1, -0.1, -0.2], [0.0, 0.3, -0.2], [0.0, 0.0, 0.0], [0.0, 0.0, 0.0], [0.0, -0.2, 0.3], [-0.1, -0.1, 0.0], [0.0, 0.0, 0.1], [-0.1, 0.0, 0.0], [-0.1, 0.0, 0.0], [0.0, 0.1, 0.0], [-0.1, 0.0, -0.1], [0.0, -0.1, 0.0], [-0.1, 0.2, -0.1], [0.0, -0.1, 0.0], [0.1, 0.0, 0.1], [0.1, 0.0, 0.0], [0.0, -0.1, -0.1], [-0.1, -0.1, 0.1], [0.0, 0.0, 0.0], [0.2, -0.1, -0.1], [0.6, 0.7, 0.0], [0.4, -0.5, 0.4], [-0.9, -0.7, -0.7], [0.4, -0.6, 0.2], [-0.1, 0.2, -0.1], [-0.1, 0.1, 0.0], [0.0, -0.1, 0.0], [0.0, 0.0, 0.0], [-0.1, 0.4, 0.1], [0.2, 0.7, 0.3], [0.0, -0.1, -0.1], [0.1, 0.0, 0.1], [0.0, -0.1, 0.0], [0.0, -0.2, 0.0], [-0.6, 0.6, -0.5], [1.2, 0.0, 0.1], [-0.7, -0.4, 0.5], [-0.4, 0.5, 0.5], [-0.3, 0.1, 0.1], [0.0, 0.0, 0.0], [0.1, -0.1, -0.1], [-0.2, 0.0, 0.1], [-0.5, 0.0, 0.7], [0.0, 0.1, 0.1], [0.1, 0.0, 0.1], [0.0, -0.1, -3.7], [0.6, 0.2, 0.6], [0.1, 0.0, 0.0], [0.0, 0.0, 0.0], [-0.1, 0.1, 0.0], [-0.2, 0.0, 0.0], [0.3, 0.1, 0.0], [0.0, 0.0, 0.7], [-0.3, -0.4, 0.0], [0.1, 0.1, 0.0], [0.0, 0.1, 0.0], [0.1, 0.0, 0.1], [0.2, -0.1, 0.2], [0.1, -0.1, -0.1], [0.0, -0.1, -0.1], [0.0, 0.0, -0.1], [0.1, 0.1, -0.1], [0.1, 0.1, 0.0], [0.0, -0.1, 0.0], [0.0, -0.1, 0.0], [0.0, 0.0, -0.1], [-0.1, 0.0, 0.0], [0.0, 0.1, 0.0], [-0.1, 0.0, -0.1], [0.0, 0.0, -0.1], [0.0, 0.1, 0.0], [0.1, 0.0, 0.0], [-0.1, 0.2, -0.2]]}